Record 1
The following is a DFT calculation (ωB97M-V with the def2-TZVPD basis set) of C16H34CoP2 as an isolated structure in a non-equilibrium geometry.

```
53
Properties=species:S:1:pos:R:3
P -3.12 -0.57 -4.40
P -3.30 -3.15 -1.70
C -3.83 -2.25 -4.33
C -4.42 -2.36 -2.95
H -3.01 -2.94 -4.50
H -4.54 -2.36 -5.16
H -4.65 -1.36 -2.50
H -5.35 -2.94 -2.96
C -2.55 -4.54 -2.59
H -1.84 -5.02 -1.92
H -1.99 -4.23 -3.48
H -3.34 -5.24 -2.86
C -4.48 -3.97 -0.57
H -4.38 -5.06 -0.73
H -5.48 -3.63 -0.81
H -4.17 -3.67 0.44
C -2.59 -0.59 -6.19
H -2.60 0.42 -6.62
H -3.31 -1.20 -6.77
H -1.59 -0.99 -6.41
C -4.61 0.35 -5.00
H -5.38 0.50 -4.24
H -5.06 -0.20 -5.83
H -4.33 1.33 -5.39
Co -2.44 -2.23 -0.32
C -0.16 -0.78 -4.55
C 0.89 -0.22 -5.22
C 1.17 1.23 -5.14
C 0.06 2.15 -4.48
C -1.36 1.96 -4.81
C -2.18 1.35 -3.88
C -1.39 0.62 -2.69
C -0.39 -0.49 -3.09
C -2.51 -0.76 1.12
H -0.73 -1.64 -4.95
H 1.63 -0.87 -5.74
H 1.41 1.64 -6.14
H 2.08 1.36 -4.53
H 0.26 2.07 -3.40
H 0.30 3.19 -4.75
H -1.80 2.53 -5.63
H -3.12 1.83 -3.54
H -2.06 0.15 -1.94
H -0.85 1.38 -2.13
H 0.59 -0.16 -2.68
H -0.61 -1.40 -2.49
H -2.52 -1.12 2.16
H -3.35 -0.05 1.05
H -1.59 -0.14 1.05
C -0.72 -3.15 -0.01
H -0.87 -3.78 0.89
H -0.06 -2.28 0.22
H -0.44 -3.73 -0.91
```

Computed properties:
Expectation value of S² = 3.77
Spin multiplicity = 4
Energy above the lowest of the compared OMol25 structures with the same formula, charge and spin = 76.6 kcal/mol
E = -73338.6163 eV
HOMO-LUMO gap (alpha / beta) = 7.577 / 7.014 eV

Record 2
The following is a DFT calculation (ωB97M-V with the def2-TZVPD basis set) of C12H19Cl3MnO3 as an isolated structure in a non-equilibrium geometry.

```
38
Properties=species:S:1:pos:R:3
C -0.78 0.74 -1.53
C -1.62 -0.43 -1.55
C -0.81 -1.59 -1.28
C -3.05 -0.48 -1.89
C 0.55 -1.15 -1.18
C 0.59 0.30 -1.35
C 1.83 1.00 -1.51
C -1.24 2.13 -1.74
C -1.29 -3.00 -1.20
C 1.75 -2.03 -1.14
Mn -0.62 -0.22 0.44
Cl -2.62 0.23 1.24
Cl 0.14 1.89 1.70
Cl 0.20 -1.72 1.94
H -3.59 0.44 -1.66
H -3.58 -1.30 -1.37
H -3.18 -0.67 -2.96
H -2.18 -3.07 -0.56
H -0.50 -3.64 -0.78
H -1.55 -3.37 -2.20
H 1.57 -2.90 -0.50
H 2.62 -1.48 -0.75
H 2.02 -2.39 -2.15
H 2.66 0.56 -0.97
H 1.81 2.29 -0.80
H 2.08 1.20 -2.56
H -2.14 2.33 -1.15
H -1.49 2.33 -2.78
H -0.48 2.84 -1.43
O 1.67 3.05 -0.14
H 2.43 2.96 0.48
C 1.06 0.48 5.16
O 0.65 1.48 4.20
C 1.25 1.40 3.01
O 2.37 1.03 2.77
H 0.58 -0.48 4.93
H 0.74 0.86 6.14
H 2.15 0.38 5.14
```

Computed properties:
Expectation value of S² = 3.81
Net charge = -2
Spin multiplicity = 4
Energy above the lowest of the compared OMol25 structures with the same formula, charge and spin = 26.8 kcal/mol
E = -87781.4866 eV
HOMO-LUMO gap (alpha / beta) = 3.858 / 4.191 eV

Q: expectation value of S² of number 1 (C16H34CoP2)?
A: 3.77